{"formula": "C33H37CsN2O3P2S2", "method": "the ωB97M-V functional and the def2-TZVPD basis", "gap_ha": 0.269, "de_lowest_kcal_mol": 2.9, "homo_ev": -7.13, "largest_force_ha_per_bohr": 0.015, "symbols": ["Cs", "C", "P", "C", "C", "C", "P", "C", "C", "H", "H", "H", "H", "H", "H", "H", "H", "H", "H", "H", "H", "H", "H", "H", "H", "O", "S", "O", "N", "C", "C", "C", "C", "C", "C", "C", "C", "N", "C", "C", "C", "C", "C", "C", "C", "H", "H", "H", "H", "H", "H", "H", "H", "H", "H", "H", "O", "S", "C", "C", "C", "C", "C", "C", "C", "C", "C", "C", "C", "C", "H", "H", "H", "H", "H", "H", "H", "H", "H", "H"], "positions_angstrom": [[-1.17, 1.25, -0.32], [-6.66, -1.71, -0.72], [-4.85, -1.82, -0.35], [-4.90, -1.75, 1.48], [-4.30, -0.07, -0.68], [-5.25, 1.07, -0.33], [-4.43, 2.73, -0.28], [-5.91, 3.81, -0.27], [-4.02, 2.81, 1.52], [-7.12, -2.67, -0.47], [-6.81, -1.55, -1.78], [-7.16, -0.93, -0.15], [-5.26, -2.71, 1.87], [-5.54, -0.96, 1.87], [-3.89, -1.60, 1.86], [-4.01, 0.00, -1.74], [-3.38, -0.02, -0.10], [-5.75, 0.90, 0.62], [-6.04, 1.13, -1.09], [-6.65, 3.49, 0.46], [-6.37, 3.82, -1.26], [-5.61, 4.83, -0.04], [-4.91, 2.66, 2.13], [-3.58, 3.78, 1.75], [-3.29, 2.04, 1.79], [-1.30, -0.01, 2.30], [-0.07, -0.77, 2.07], [1.16, -0.09, 2.43], [-0.13, -1.26, 0.59], [0.93, -1.90, -0.03], [1.90, -2.66, 0.60], [2.93, -3.29, -0.11], [3.04, -3.18, -1.46], [2.07, -2.42, -2.16], [2.12, -2.25, -3.56], [1.18, -1.50, -4.19], [0.17, -0.90, -3.42], [0.08, -1.02, -2.12], [1.02, -1.78, -1.46], [-0.19, -2.19, 3.14], [-1.00, -3.25, 2.77], [-1.10, -4.35, 3.59], [-0.39, -4.40, 4.79], [0.43, -3.34, 5.15], [0.54, -2.22, 4.33], [1.87, -2.77, 1.68], [3.66, -3.87, 0.44], [3.84, -3.65, -2.02], [2.92, -2.73, -4.12], [1.19, -1.35, -5.27], [-0.59, -0.29, -3.90], [-1.53, -3.20, 1.82], [-1.73, -5.19, 3.31], [-0.46, -5.27, 5.43], [0.99, -3.37, 6.08], [1.18, -1.39, 4.58], [1.29, 2.14, -0.93], [2.40, 2.08, -1.94], [3.62, 0.95, -1.30], [4.69, 0.58, -2.11], [5.65, -0.28, -1.60], [5.52, -0.77, -0.30], [4.44, -0.41, 0.48], [3.47, 0.45, -0.01], [3.36, 3.57, -1.69], [4.08, 4.10, -2.76], [4.85, 5.24, -2.56], [4.88, 5.84, -1.30], [4.14, 5.31, -0.25], [3.38, 4.17, -0.44], [4.77, 0.95, -3.12], [6.49, -0.58, -2.22], [6.27, -1.45, 0.09], [4.32, -0.81, 1.48], [2.61, 0.72, 0.59], [4.03, 3.63, -3.73], [5.41, 5.66, -3.38], [5.48, 6.73, -1.15], [4.17, 5.78, 0.72], [2.79, 3.73, 0.36]]}